{
  "formula": "C16H18N4O2S2",
  "method": "ωB97M-V/def2-TZVPD",
  "species": ["C", "C", "C", "O", "N", "C", "N", "N", "C", "S", "C", "C", "O", "N", "C", "C", "C", "C", "C", "C", "C", "C", "C", "S", "H", "H", "H", "H", "H", "H", "H", "H", "H", "H", "H", "H", "H", "H", "H", "H", "H", "H"],
  "xyz": [[3.2510, 0.9947, 2.0907], [3.3498, 1.0230, 0.4727], [4.0140, -0.1076, -0.1041], [5.0660, -0.2964, -0.4424], [3.1013, -1.5206, -0.3546], [1.7011, -1.6269, 0.1025], [0.9017, -0.9159, 0.9309], [-0.2865, -1.1801, 0.7060], [-0.5621, -2.2474, 0.0632], [-2.0485, -2.9992, -0.0321], [-3.1385, -1.2420, 0.2885], [-2.4618, -0.2409, -0.5550], [-2.4437, -0.4980, -1.9242], [-2.0581, 0.7280, 0.1635], [-1.1412, 1.5539, -0.5445], [-0.9893, 1.8591, -1.8663], [0.0415, 3.0186, -2.3857], [0.5510, 3.7406, -1.2610], [0.3017, 3.4867, -0.1146], [-0.6504, 2.5988, 0.5130], [-0.9278, 2.1712, 1.7868], [-1.9886, 1.0917, 1.4593], [-3.4257, 1.5013, 1.7720], [0.9510, -2.7364, -0.6056], [2.6837, 2.0552, 2.4893], [4.2940, 0.7913, 2.5389], [2.4443, 0.2474, 2.6019], [2.1701, 1.1310, 0.3805], [3.7560, 1.9352, 0.1479], [3.5934, -2.1110, -0.8081], [-3.2210, -1.1535, 1.2344], [-4.0476, -1.8790, -0.2198], [-1.4781, 1.2386, -2.6824], [0.1035, 2.9497, -3.3938], [1.2985, 4.5036, -1.6748], [0.8187, 4.0687, 0.5919], [-1.3006, 2.9348, 2.5392], [-0.0823, 1.7233, 1.9671], [-1.9083, 0.2737, 2.0068], [-4.2034, 1.1677, 1.4693], [-3.6395, 2.5713, 1.3204], [-3.4821, 1.8719, 2.9058]],
  "forces_ev_per_a": [[-1.175, 0.722, 1.984], [-5.230, 0.796, 3.539], [-7.357, -4.154, 0.509], [6.907, -0.021, -1.928], [-5.512, 10.146, 7.324], [6.157, 4.208, 1.973], [7.095, 2.930, -0.689], [-5.757, -0.756, 2.279], [2.114, -0.217, -0.843], [-2.498, 1.084, 0.290], [-0.968, -6.499, -8.600], [-3.408, -5.175, -5.845], [0.399, 1.966, 6.943], [4.582, 3.055, -6.774], [0.458, 5.905, 2.834], [2.600, 1.593, -3.860], [-4.501, -4.217, 7.539], [3.777, 2.359, -17.904], [-4.368, -2.971, 15.538], [2.049, -0.240, -10.762], [-5.761, 1.118, 1.746], [-4.101, 2.005, 3.316], [8.592, 10.618, 6.343], [-4.516, -7.187, -4.779], [2.279, -2.609, -1.284], [-1.782, 0.722, -0.335], [2.197, 1.217, -1.958], [2.421, -0.792, -1.112], [0.922, 1.047, -0.348], [3.614, -5.609, -3.746], [-0.491, 0.786, 6.497], [1.769, 2.574, 1.257], [0.725, 0.881, 1.431], [0.779, 0.802, -2.802], [-0.869, -0.720, 1.535], [0.613, 0.983, 1.197], [0.616, -1.062, -0.772], [4.592, -2.680, 2.738], [1.393, -3.738, 2.758], [-9.158, -6.071, -3.560], [0.978, -1.390, 0.408], [-0.178, -1.412, -2.077]],
  "homo_lumo_gap_ev": 7.887,
  "homo_ev": -7.980,
  "multiplicity": 1,
  "energy_ha": -1785.861979
}

***

{
  "formula": "C16H18N4O4S3",
  "method": "ωB97M-V/def2-TZVPD",
  "species": ["C", "C", "C", "S", "C", "N", "N", "C", "N", "C", "O", "C", "C", "C", "C", "C", "S", "O", "O", "N", "C", "C", "O", "C", "C", "C", "S", "H", "H", "H", "H", "H", "H", "H", "H", "H", "H", "H", "H", "H", "H", "H", "H", "H", "H"],
  "xyz": [[3.9792, 2.7823, 1.6210], [5.1805, 2.5463, 1.1259], [5.4318, 2.2764, -0.3139], [5.8895, 0.5116, -0.5633], [4.3362, -0.2067, -0.3869], [3.2257, 0.4354, -0.2781], [2.1605, -0.3396, -0.1575], [2.4184, -1.5982, -0.1686], [1.5122, -2.6118, -0.0620], [0.1451, -2.5192, 0.1131], [-0.5409, -3.5069, 0.0090], [-0.3900, -1.1718, 0.4512], [-0.0312, -0.5317, 1.6340], [-0.5784, 0.6983, 1.9535], [-1.5007, 1.2902, 1.1038], [-1.8712, 0.6338, -0.0528], [-3.1278, 1.3534, -1.1215], [-2.9003, 0.8857, -2.4547], [-3.1755, 2.7607, -0.8593], [-4.5849, 0.7308, -0.6374], [-5.1611, 1.1942, 0.6024], [-4.8920, 0.1996, 1.7372], [-5.3244, -1.0958, 1.3851], [-4.6617, -1.5675, 0.2303], [-4.9103, -0.6382, -0.9636], [-1.3272, -0.5883, -0.3919], [4.1462, -1.9620, -0.3466], [3.8280, 2.9649, 2.6711], [3.1048, 2.8006, 0.9929], [6.0529, 2.5059, 1.7647], [6.2938, 2.8275, -0.6893], [4.5525, 2.4621, -0.9267], [1.8549, -3.5494, -0.2405], [0.6775, -0.9977, 2.3018], [-0.2860, 1.1968, 2.8648], [-1.9322, 2.2558, 1.3161], [-4.7343, 2.1736, 0.8139], [-6.2430, 1.2941, 0.4591], [-5.4562, 0.4724, 2.6306], [-3.8168, 0.1811, 1.9761], [-5.0692, -2.5604, 0.0353], [-3.5829, -1.6529, 0.4299], [-4.3070, -0.9205, -1.8250], [-5.9709, -0.6776, -1.2375], [-1.6191, -1.0629, -1.3155]],
  "forces_ev_per_a": [[-0.036, 0.128, 0.106], [0.081, 0.042, 0.030], [-0.059, -0.449, -0.095], [0.579, 0.347, -0.145], [-0.192, -0.576, 0.025], [1.354, 0.929, -0.223], [-1.434, -0.966, -0.004], [1.319, 0.419, -0.178], [-0.004, -0.870, 0.022], [-0.027, 0.058, 0.012], [-0.126, -0.030, -0.068], [-0.650, 0.231, 0.160], [-0.206, -0.081, -0.084], [-0.039, -0.098, 0.013], [0.023, 0.127, 0.004], [-0.382, 0.373, -0.453], [-0.300, -0.010, 0.071], [0.096, -0.328, 0.094], [0.071, -0.066, 0.319], [0.838, 0.487, -0.441], [-0.051, 0.061, 0.653], [0.003, 0.274, -0.033], [-0.214, -0.064, 0.032], [0.041, -0.004, -0.264], [0.035, -0.643, 0.035], [0.262, -0.277, 0.031], [-0.649, 0.733, 0.127], [0.038, 0.032, 0.228], [-0.130, -0.020, -0.162], [0.041, 0.017, 0.142], [-0.046, -0.022, -0.078], [0.080, 0.119, -0.035], [-0.235, 0.149, 0.056], [0.129, -0.015, 0.046], [0.020, 0.045, 0.076], [-0.002, 0.124, 0.087], [-0.184, 0.031, 0.157], [0.089, 0.043, 0.005], [0.098, 0.071, -0.034], [-0.148, 0.003, 0.020], [0.106, 0.037, -0.062], [-0.141, -0.046, -0.015], [-0.150, -0.185, -0.036], [0.099, 0.002, -0.027], [0.001, -0.128, -0.108]],
  "homo_lumo_gap_ev": 8.858,
  "homo_ev": -8.724,
  "multiplicity": 1,
  "energy_ha": -2334.989724
}

***

{
  "formula": "C16H18N5O6",
  "method": "ωB97M-V/def2-TZVPD",
  "species": ["O", "O", "O", "O", "O", "N", "N", "O", "C", "C", "C", "C", "C", "C", "C", "C", "C", "C", "C", "C", "N", "N", "N", "C", "C", "C", "C", "H", "H", "H", "H", "H", "H", "H", "H", "H", "H", "H", "H", "H", "H", "H", "H", "H", "H"],
  "xyz": [[-2.9171, 3.9315, 1.7584], [-0.8389, -6.1317, -1.5002], [1.2548, -1.9102, -1.1140], [-1.0633, -4.3133, 2.4929], [-0.6233, -0.7890, -1.4215], [-1.6359, 2.6197, -0.5597], [-0.9149, 2.5198, -1.6214], [-0.8576, 4.4832, 2.5073], [-1.7167, 4.0357, 1.5527], [0.1548, -5.4400, -1.6791], [0.0248, -1.7315, -0.9260], [-0.6579, -4.8260, 1.4503], [-1.1774, 3.6760, 0.2213], [-0.1468, 4.2837, -0.4469], [2.0081, 7.8788, 0.4248], [0.6304, 7.8161, 0.6500], [2.6822, 6.7616, -0.0792], [-0.0684, 6.6369, 0.3739], [1.9789, 5.5842, -0.3616], [0.5984, 5.5082, -0.1309], [0.0159, 3.4984, -1.5653], [-0.7912, -6.1401, 1.2476], [0.6763, -4.5959, -0.7928], [0.8990, -5.5380, -2.9870], [-1.4294, -7.0638, 2.1801], [-0.7557, -2.7322, -0.0518], [0.0668, -3.9576, 0.3935], [-1.4015, 4.5684, 3.3035], [2.5547, 8.7914, 0.6443], [0.1008, 8.6791, 1.0420], [3.7543, 6.8030, -0.2475], [-1.1400, 6.6045, 0.5477], [2.5128, 4.7170, -0.7394], [0.7303, 3.6324, -2.2760], [-0.5526, -6.4713, 0.3197], [1.4432, -4.0347, -1.1488], [1.9154, -5.8757, -2.7988], [0.3819, -6.2391, -3.6388], [0.9169, -4.5507, -3.4474], [-1.0346, -6.8996, 3.1841], [-1.2410, -8.0923, 1.8737], [-2.5039, -6.8764, 2.1924], [-1.6282, -3.0806, -0.6072], [-1.1105, -2.2033, 0.8339], [0.9061, -3.5366, 0.9472]],
  "forces_ev_per_a": [[1.426, 0.206, 0.329], [-0.677, -0.409, 0.170], [0.636, -0.819, 0.439], [0.223, 0.263, -0.321], [-0.474, -0.384, 0.447], [0.168, 0.326, 0.346], [0.096, 0.510, 0.711], [-0.075, -0.401, -0.775], [-2.291, -0.470, -0.225], [-0.119, -0.160, -0.393], [0.107, 0.988, -0.949], [-0.267, 0.334, 0.525], [0.723, -0.058, -0.504], [0.148, -0.745, -0.291], [-0.108, -0.347, -0.082], [0.195, -0.525, -0.153], [-0.477, -0.066, 0.033], [0.316, 0.157, -0.020], [0.009, 0.475, 0.186], [0.449, 0.345, -0.184], [0.001, 1.093, 0.656], [0.623, -1.018, -0.596], [0.448, -0.003, 0.640], [0.018, 0.159, -0.043], [0.140, 0.851, -0.169], [-0.152, -0.500, 0.215], [-0.106, 0.323, -0.058], [-0.050, 0.092, -0.005], [-0.060, -0.116, -0.036], [0.050, -0.116, -0.061], [-0.142, -0.014, 0.012], [0.121, -0.069, -0.077], [-0.063, 0.064, 0.065], [-0.535, -0.316, 0.078], [-0.371, -0.029, 0.072], [-0.221, 0.436, 0.192], [0.162, 0.032, -0.147], [0.057, 0.016, 0.090], [0.176, 0.017, -0.097], [-0.082, -0.039, -0.026], [0.047, 0.124, -0.083], [-0.078, -0.130, 0.160], [-0.085, 0.127, -0.036], [-0.061, -0.065, -0.026], [0.155, -0.137, -0.010]],
  "homo_lumo_gap_ev": 6.579,
  "homo_ev": -4.348,
  "charge": -1,
  "multiplicity": 1,
  "energy_ha": -1345.829688
}